Record 1
Below is C33H29N10RhTe as an isolated structure at a distorted geometry, with properties calculated with ωB97M-V/def2-TZVPD.

Results
* largest force on an atom: 1.5 eV/Å
* relative energy (zero: lowest compared OMol25 entry of this formula, charge and spin): 28.6 kcal per mole
* spin multiplicity: 1
* total charge: +2
* LUMO level (alpha / beta): -0.2488 / -0.2486 Ha
* gap between HOMO and LUMO (alpha / beta): 0.1992 / 0.1993 Eh

Each line ends with the Löwdin charge.
Atoms and positions in Å:
C -1.070 2.329 0.584  -0.158
C -2.444 5.140 3.582  -0.002
N -0.694 3.917 -2.798  0.130
H 1.008 1.057 -3.148  0.108
C -1.164 -1.625 3.371  -0.027
N 0.058 1.646 -1.411  -0.007
H 1.198 -1.686 -3.122  0.070
H -3.029 7.047 4.394  0.120
C 3.369 -1.531 -2.803  -0.020
C -2.326 4.443 6.201  -0.105
H -1.840 -1.259 4.135  0.133
H -1.808 1.103 4.113  0.119
C -2.921 -5.680 -6.099  -0.034
H -1.984 -6.092 -6.478  0.089
N 0.040 -1.297 1.364  -0.082
N 4.396 -0.014 1.277  0.138
C 2.757 0.981 2.317  -0.091
H -0.841 -0.738 -3.634  0.007
H -2.518 5.491 2.562  0.107
H 0.366 3.143 -4.386  0.129
H 1.002 -2.963 0.627  0.114
H -1.160 -0.982 -5.357  0.097
C 0.428 1.835 -2.672  -0.064
C -1.063 3.729 -1.538  -0.025
H 5.306 -0.391 1.066  0.174
H -1.677 2.517 5.569  0.106
C -1.126 0.621 2.162  -0.169
N 1.898 -0.846 -1.278  -0.027
C -3.183 -4.939 -3.703  0.003
H -4.259 -3.557 -1.012  0.071
H -1.609 4.279 1.218  0.118
H 2.136 1.506 3.023  0.115
H 0.240 -1.748 -4.631  0.068
H 5.035 -0.962 -1.626  0.176
C 3.116 -0.622 -0.813  -0.247
N -2.694 5.680 5.890  0.090
C 4.062 0.613 2.449  -0.038
C -0.003 -3.369 2.500  -0.062
C 0.400 -2.573 1.435  -0.115
H 4.758 0.721 3.262  0.133
C -2.949 -4.073 -2.643  -0.328
H -1.486 -3.381 -6.155  0.131
C -1.752 2.847 2.836  -0.087
C 2.045 -1.407 -2.525  -0.094
C -2.001 3.495 5.241  -0.005
C -2.658 -4.722 -4.971  -0.248
C -0.739 -0.795 2.345  -0.180
C -0.681 2.609 -0.815  -0.153
N -0.883 1.048 0.919  -0.022
N 4.033 -1.030 -1.709  0.145
C -3.570 -4.356 -1.297  -0.110
H -3.558 -6.504 -5.784  0.081
N -0.796 -2.897 3.450  0.132
C -1.509 3.246 1.517  0.085
H 3.881 -1.926 -3.663  0.136
H -2.288 4.197 7.255  0.119
C -1.889 -3.584 -5.167  -0.009
C -2.741 6.025 4.609  -0.103
H -4.133 -5.287 -1.322  0.085
Rh 0.322 0.007 -0.201  0.885
C -1.594 1.488 3.127  0.082
H 0.310 -4.402 2.580  0.129
C -1.628 -2.686 -4.139  -0.312
C 3.303 -0.010 0.483  -0.265
H -3.404 -5.168 -6.933  0.090
C -2.080 3.834 3.893  -0.165
H -2.809 -4.442 -0.518  0.050
C 0.061 2.985 -3.360  -0.059
C -0.800 -1.468 -4.450  -0.085
C -2.151 -2.949 -2.871  -0.508
Te -1.830 -1.720 -1.173  1.114
H -3.803 -5.812 -3.531  0.125
N 2.295 0.589 1.087  0.070
H -1.700 4.486 -1.096  0.133

Record 2
Below is C33H29N5O2RuS4 as an isolated structure at a distorted geometry, with properties calculated with ωB97M-V/def2-TZVPD.

Results
* largest force on an atom: 3.8 eV/Å
* relative energy (zero: lowest compared OMol25 entry of this formula, charge and spin): 43.8 kcal per mole
* spin multiplicity: 1
* total charge: 0
* LUMO level: -0.0391 Ha
* gap between HOMO and LUMO: 0.1940 Eh

Each line ends with the Löwdin charge.
Atoms and positions in Å:
C 0.304 0.262 4.238  -0.309
C 0.128 -1.034 4.705  -0.048
H 3.259 -2.858 -2.831  0.110
S 3.883 1.211 0.612  0.750
C 1.420 0.423 -3.760  -0.189
H 0.948 -4.151 0.250  0.108
C -3.779 -2.756 3.654  -0.100
H 0.046 -1.669 -5.385  0.118
C 1.503 2.035 -5.546  -0.049
C 1.641 -2.121 -4.022  -0.175
S -1.285 1.838 2.598  0.892
H 3.530 -4.934 -4.135  0.104
C 1.165 -1.953 4.632  -0.089
C -2.164 5.164 -0.639  -0.069
O 0.838 2.547 0.186  -0.337
H 0.834 4.844 0.905  0.138
C -1.038 5.557 0.087  -0.061
C 2.390 -1.585 4.094  -0.104
H -3.181 -3.311 1.672  0.101
C -2.263 3.859 -1.055  -0.093
C -1.248 2.927 -0.790  -0.684
N -0.159 3.359 -0.094  -0.232
N 1.301 1.433 -2.862  -0.052
H 3.524 0.002 3.208  0.064
C 1.276 2.696 -3.277  -0.114
H 1.695 -0.081 -5.825  0.110
C 0.825 -2.374 -5.125  -0.045
C -0.065 4.632 0.347  -0.034
H -3.224 1.427 1.350  0.058
H 1.350 4.094 -4.892  0.108
H -2.949 5.872 -0.867  0.108
H -2.769 -0.990 0.947  0.101
C -3.111 -1.191 1.952  -0.055
H -3.956 -3.776 3.975  0.096
C 3.102 0.918 -0.691  -0.651
S -1.367 1.286 -1.263  0.666
H -1.709 0.825 4.728  0.058
C 2.573 -0.291 3.632  -0.143
H 0.580 -3.146 1.597  0.087
H -3.991 0.420 4.790  0.111
S 0.885 -0.648 0.937  0.733
H -0.832 -1.334 5.108  0.110
H 1.213 3.448 -2.500  0.116
H -3.127 3.508 -1.599  0.105
C 0.981 -3.536 -5.863  -0.080
H 3.195 -2.306 4.023  0.099
H -4.364 -1.896 5.533  0.098
N 1.358 -2.159 -1.292  0.033
H 1.595 2.276 -6.597  0.112
C 1.458 -0.904 -3.206  -0.163
C 1.361 3.053 -4.605  -0.040
H -0.909 6.568 0.442  0.106
C -3.342 -2.493 2.363  -0.079
C 1.537 0.628 3.706  -0.103
H 0.337 -3.726 -6.712  0.103
O -0.341 -0.962 1.736  -0.619
C 1.544 0.728 -5.125  0.004
C -3.315 -0.130 2.827  -0.289
H -0.527 2.150 4.835  0.075
C 2.617 -3.057 -3.676  -0.034
C 1.143 -2.165 -0.019  -0.541
H 2.063 -5.375 -6.078  0.102
H 1.013 -2.964 4.992  0.100
C -3.781 -0.401 4.113  -0.075
Ru 1.079 0.761 -0.885  0.716
N 1.325 -0.962 -1.896  -0.121
C -3.037 1.281 2.414  -0.393
N 1.097 -3.279 0.734  0.125
H 1.670 1.632 3.316  0.111
C 2.769 -4.217 -4.415  -0.074
H -3.644 1.978 2.992  0.071
C 1.951 -4.461 -5.509  -0.087
C -4.009 -1.705 4.528  -0.098
C -0.820 1.259 4.280  -0.380

Record 3
Below is C33H29NO5P2PtS as an isolated structure, with properties calculated with ωB97M-V/def2-TZVPD.

Results
* largest force on an atom: 0.1 eV/Å
* relative energy (zero: lowest compared OMol25 entry of this formula, charge and spin): 0.0 kcal per mole
* spin multiplicity: 1
* total charge: 0
* LUMO level: -0.0064 Ha
* gap between HOMO and LUMO: 0.2644 Eh

Each line ends with the Löwdin charge.
Atoms and positions in Å:
C -1.473 0.619 5.820  -0.072
P -0.150 -1.822 2.182  0.802
C 2.620 0.683 -0.286  -0.310
O 4.643 2.712 -2.353  0.155
C 2.442 1.647 -2.427  -0.282
C -1.910 -5.251 -2.942  -0.071
C 2.710 -5.099 3.564  -0.071
H -0.369 -4.353 -0.064  0.101
H -3.275 -4.023 -4.051  0.108
C -5.398 -0.329 -0.233  -0.071
H -4.506 -2.243 0.108  0.102
C -3.152 -4.380 1.898  -0.260
H -0.503 -6.236 -1.653  0.108
C -4.115 -3.912 5.442  -0.408
N -1.611 -2.450 1.579  -0.389
H -2.374 -3.058 3.392  0.074
C -3.879 1.491 -0.664  -0.061
C -2.799 0.633 -0.503  -0.081
H -0.614 -4.481 3.495  0.073
O 2.019 1.968 -3.511  0.118
C -1.719 1.074 4.530  -0.067
C -1.091 -5.344 -1.823  -0.068
C -1.777 -3.139 -1.148  -0.328
H -1.962 -6.074 -3.642  0.107
C 3.890 1.390 -0.438  -0.283
H -3.817 -4.054 6.480  0.032
C 0.447 -4.320 3.338  -0.089
H -2.241 2.009 4.374  0.109
H -2.268 -5.016 1.808  0.104
C -2.716 -2.998 2.356  -0.261
C 3.804 2.037 -1.830  -0.238
H -1.808 1.200 6.670  0.107
C -0.599 -0.863 3.642  -0.316
C -4.141 -5.017 2.866  -0.484
H -6.013 1.684 -0.644  0.108
S -3.454 -5.318 4.521  0.811
C 3.181 -3.935 2.974  -0.060
C -1.282 0.338 3.443  -0.082
O 2.222 -0.020 0.750  -0.232
C -5.173 1.013 -0.521  -0.069
C -2.583 -3.041 -2.277  -0.071
H -3.153 -2.141 -2.466  0.108
P -1.587 -1.775 0.016  0.809
H 0.981 -6.204 4.201  0.108
C -0.348 -1.312 4.935  -0.069
H -3.599 -4.330 0.899  0.106
H -5.203 -3.902 5.393  0.037
H 4.243 -3.787 2.830  0.112
O 4.819 1.466 0.330  0.117
H -0.586 -0.916 7.028  0.107
H -4.459 -5.987 2.484  0.071
H -6.409 -0.701 -0.134  0.107
C 0.920 -3.152 2.741  -0.346
H -3.561 -2.300 2.349  0.119
O 0.645 0.225 -1.456  -0.227
H -3.706 2.530 -0.908  0.112
H -5.041 -4.408 2.979  0.082
C -0.788 -0.569 6.023  -0.071
H -3.720 -2.958 5.094  0.023
C -2.649 -4.101 -3.172  -0.068
C -1.018 -4.289 -0.931  -0.094
Pt 0.377 -0.785 0.304  0.971
H 0.199 -2.232 5.096  0.104
H -1.785 0.995 -0.626  0.088
C 2.289 -2.959 2.553  -0.073
C -3.020 -0.710 -0.207  -0.341
H 2.648 -2.055 2.071  0.093
C 1.346 -5.294 3.743  -0.071
C -4.326 -1.192 -0.085  -0.097
H 3.409 -5.861 3.883  0.107
H -1.457 0.695 2.434  0.093
C 1.819 0.809 -1.401  -0.313